Entry 1:
Entry from the OMol25 dataset: C19H31F3GaO13 as an isolated structure in a non-equilibrium geometry (ωB97M-V with the def2-TZVPD basis set).

charge	-1
maximum force	2.971	eV/A
2S+1	1
highest occupied orbital energy	-4.86	eV
gap between HOMO and LUMO	0.245	hartree
energy relative to the best compared isomer or geometry (same formula, charge and spin)	1.782	eV
LUMO level	1.8	eV

Structure (XYZ):
```
67
Properties=species:S:1:pos:R:3:forces:R:3:mulliken_charge:R:1
C -3.047731 -0.747265 0.455772 0.857 0.536 -1.001 -1.1145
C -2.666000 -0.498557 -1.095133 -1.166 -0.697 1.383 0.0760
O -1.698390 0.556404 -1.101023 -1.060 -0.107 -1.204 -0.2184
C -1.412746 1.014938 -2.440464 1.249 -0.899 -1.080 -0.6548
C 0.140148 0.679458 -2.765026 -0.181 0.227 0.948 0.0474
O 0.544772 -0.598130 -2.272398 -0.777 1.147 -0.913 -0.6088
Ga 0.273307 -1.877477 -3.651782 -0.312 -0.614 -0.741 0.6917
C -0.339685 -3.728892 -2.991910 0.555 -0.685 0.070 -0.8609
C 0.250657 -4.185582 -1.583071 -1.510 -1.009 0.218 -0.6858
C 0.086464 -3.116570 -0.408677 2.383 -0.501 0.374 0.8037
C 0.337123 -3.893219 0.963136 -1.134 -1.121 0.775 0.2027
O -0.404082 -4.763772 1.430988 1.550 2.172 -1.305 -0.5927
O 1.513039 -3.549170 1.714070 -1.593 0.639 -0.832 -0.3384
C 1.109318 -3.164324 3.054787 0.002 0.376 0.814 -0.1006
C 2.170836 -2.191106 3.773936 -0.665 -0.536 -0.699 -0.6295
H -3.404409 -1.808595 0.637568 0.272 1.395 -0.182 0.3098
H -3.813128 0.045891 0.716015 0.793 -1.148 0.024 0.3440
H -2.094015 -0.545179 1.045128 -1.273 -0.395 -0.590 0.2223
H -3.652711 -0.222695 -1.605042 1.368 -0.042 0.307 0.3198
H -2.317402 -1.463458 -1.579724 0.027 1.228 0.417 -0.0301
H -1.586552 2.145035 -2.553555 0.036 -1.462 0.264 0.1265
H -2.005656 0.421362 -3.218258 0.480 0.949 1.124 0.4698
H 0.302353 0.775826 -3.896066 -0.197 0.190 1.389 0.2742
H 0.739345 1.463717 -2.194371 -0.435 -0.745 -0.877 -0.1535
H 1.545288 -1.954979 -4.662899 0.100 0.026 0.350 -0.4345
H -0.941709 -1.296156 -4.571500 -0.089 0.105 0.109 -0.3885
H 0.037686 -4.488673 -3.765582 -0.491 1.000 0.951 0.3769
H -1.482609 -3.794641 -3.055022 1.491 0.050 0.515 0.2598
H 1.336499 -4.538414 -1.624527 -1.342 0.761 -0.140 0.2551
H -0.347526 -5.113233 -1.262548 0.886 1.123 -0.235 0.2727
H 0.968927 -2.394173 -0.505919 -1.561 -0.641 0.118 0.2421
H -0.882441 -2.538448 -0.419182 1.040 -0.922 0.163 -0.4697
H 1.018852 -4.113768 3.674088 -0.237 1.239 -0.715 0.2071
H 0.105499 -2.629067 2.959797 1.220 -0.864 0.387 0.2303
H 3.000521 -1.855106 3.071416 -1.232 -0.753 0.940 0.2648
H 2.582499 -2.786086 4.653406 -0.407 1.270 -1.147 0.0087
H 1.640153 -1.242882 4.103618 0.623 -1.249 -0.123 0.2961
C 0.535477 4.201047 -0.592272 -0.005 -0.575 0.820 -0.0087
C 1.436594 4.678670 -1.687883 0.351 -0.659 -0.450 0.3124
O 0.539416 5.288451 -2.597120 -0.224 0.432 0.641 -0.2909
C -0.496466 5.740407 -1.840791 -0.738 0.392 -0.142 0.6615
O -1.306409 6.535348 -2.218127 0.444 -0.439 0.170 -0.6028
O -0.495375 5.184603 -0.600607 0.051 0.438 -0.659 -0.3229
F 2.041282 3.641321 -2.306157 0.201 0.213 -0.051 -0.2335
H 0.102810 3.218517 -0.800691 0.154 0.039 -0.176 -0.0813
H 1.037141 4.165098 0.374984 -0.190 0.171 -0.021 0.2837
H 2.187401 5.407422 -1.368692 0.059 -0.077 -0.136 0.2509
C 5.554736 -4.610253 6.544531 -0.458 -0.280 0.755 -0.4012
C 6.881321 -4.357298 5.897462 0.315 -0.441 -0.452 0.2922
O 6.529440 -3.756595 4.668223 -0.153 0.168 0.667 -0.2869
C 5.350298 -3.110963 4.899330 -0.744 1.017 -0.984 0.6333
O 4.887855 -2.281861 4.181967 0.955 -0.580 0.681 -0.4816
O 4.769367 -3.528856 6.059526 0.402 0.072 -0.286 -0.3134
F 7.529898 -5.520213 5.641398 0.201 0.012 0.046 -0.2926
H 5.106315 -5.555791 6.228102 0.236 0.009 -0.115 0.2867
H 5.612099 -4.596042 7.633438 -0.128 0.177 -0.095 0.2465
H 7.535983 -3.685738 6.460206 0.106 -0.148 -0.062 0.2863
C -4.454750 6.560500 -2.166378 0.976 0.376 -0.125 -0.1568
C -5.102382 5.215120 -2.072258 -0.040 -0.289 0.616 0.3634
O -6.476959 5.508814 -2.240797 0.317 0.236 -0.524 -0.3263
C -6.520160 6.625715 -3.020040 -0.856 0.666 -0.542 0.6163
O -7.497246 7.009748 -3.587981 0.519 -0.195 0.381 -0.5258
O -5.310172 7.245793 -3.076686 -0.626 -0.440 0.041 -0.3197
F -4.923612 4.671297 -0.843787 -0.029 -0.173 -0.024 -0.2847
H -4.443758 7.090368 -1.210119 -0.093 -0.235 0.046 0.2257
H -3.435306 6.506614 -2.548735 -0.251 0.156 -0.052 0.1401
H -4.781329 4.505743 -2.840088 -0.022 -0.091 0.174 0.3094
```
Forces are in eV/Å.



Entry 2:
Entry from the OMol25 dataset: C19H31FN4O3 as an isolated structure in a non-equilibrium geometry (ωB97M-V with the def2-TZVPD basis set).

charge	0
maximum force	8.063	eV/A
2S+1	1
highest occupied orbital energy	-9.89	eV
gap between HOMO and LUMO	0.368	hartree
energy relative to the best compared isomer or geometry (same formula, charge and spin)	14.869	eV
LUMO level	0.1	eV

Structure (XYZ):
```
58
Properties=species:S:1:pos:R:3:forces:R:3:mulliken_charge:R:1
C 2.736117 0.759707 0.823671 0.818 0.551 0.914 -0.5367
C 2.441637 2.184797 1.452381 -0.465 -1.473 -0.840 -0.5749
C 1.138627 2.118517 2.273151 -0.185 0.350 -0.364 -0.7612
C -0.105883 2.045687 1.464501 -0.882 0.383 -0.709 0.4177
N -1.092203 2.018107 0.832091 6.526 2.206 4.189 -0.5648
H 1.926347 0.276067 0.277361 -0.077 0.212 0.666 -0.3195
H 3.043167 0.089767 1.626801 -0.157 -0.052 0.177 0.4424
H 3.584107 0.754357 0.138841 0.031 0.343 -0.094 0.3241
H 2.373907 2.966237 0.695501 -0.139 -0.084 -0.189 0.3598
H 3.250917 2.508887 2.106691 0.013 -0.336 0.061 0.4453
H 1.071187 3.045207 2.843071 -0.186 -0.088 0.273 0.3875
H 1.112827 1.247197 2.927551 0.248 0.247 0.155 0.3104
C -1.897143 1.430657 -2.123939 0.688 2.180 -0.646 -1.5560
C -0.755563 2.363177 -1.615809 -2.716 2.173 2.356 0.4020
C -1.184033 3.543917 -0.680049 -1.696 0.982 -2.321 -0.3750
C -2.069093 4.453287 -1.401019 0.350 1.688 -0.845 0.2716
N -2.787263 5.178527 -1.945529 0.379 -0.686 0.381 -0.6024
H -2.607713 2.004557 -2.718769 -0.087 0.063 0.025 0.5885
H -2.402603 0.908157 -1.311779 0.178 1.538 -0.766 0.0691
H -1.405403 0.746567 -2.815529 -0.446 -0.477 0.103 0.5410
H -0.081833 2.741297 -2.384709 -1.207 0.758 -0.182 0.7161
H -0.079073 1.738167 -1.032869 -2.309 1.857 1.125 0.0713
H -0.313433 3.946717 -0.162439 -0.253 0.677 -0.512 0.4123
H -1.878533 3.247687 0.106091 0.089 0.580 -0.785 0.1943
C 1.299617 1.219387 -1.933419 2.396 -3.053 -2.356 -0.3023
C 1.999397 -0.088533 -2.539029 0.070 2.770 0.164 -1.3150
C 1.478207 -1.384923 -2.030599 -1.304 -1.274 0.387 -0.0858
C 0.014647 -1.653913 -2.238779 1.975 0.512 -1.536 0.4620
N -1.083533 -1.858993 -2.473279 0.584 0.075 -2.732 -0.5871
H 1.645177 2.156127 -2.370689 0.506 -0.278 -0.246 0.5644
H 1.473417 1.316847 -0.861799 -0.056 -0.158 -0.597 0.0509
H 0.224277 1.258247 -2.107329 2.786 -2.778 -1.561 -0.7367
H 3.069987 0.022887 -2.367199 0.138 -0.495 0.309 0.4490
H 1.943697 -0.142653 -3.626259 -0.373 0.469 -0.094 0.4520
H 1.613127 -1.548243 -0.961389 0.498 -0.021 0.092 -0.0087
H 1.986167 -2.154073 -2.612399 0.051 -0.385 0.423 0.4893
C -1.691593 -2.262333 -0.264339 -2.381 0.445 -0.355 -0.9519
C -1.735253 -0.753563 -0.359779 0.456 0.698 1.921 0.2496
C -2.035383 0.056627 0.998551 -2.016 -4.624 -0.055 -0.0082
C -1.120863 -0.260863 2.082151 -3.630 1.180 -3.841 0.1272
N -0.388193 -0.480113 2.896381 2.795 1.141 3.544 -0.7483
H -0.655643 -2.587463 -0.168449 -1.118 0.161 -0.461 -0.6475
H -2.146453 -2.643143 -1.178769 0.163 -0.416 0.756 0.4150
H -2.228793 -2.582433 0.628431 -0.999 1.009 -3.518 0.7636
H -2.360133 -0.401573 -1.180579 -0.079 -1.352 1.010 0.5966
H -0.732173 -0.476183 -0.683759 -0.142 0.851 0.371 -0.3778
H -3.033183 -0.160023 1.380051 -0.274 -0.536 -0.052 0.5604
H -1.995743 1.143527 0.926621 -1.802 -1.748 -0.398 -0.4313
C 0.561207 -3.519233 1.430721 0.979 0.758 -1.435 -0.1338
C -0.450853 -2.970793 2.370521 2.914 -0.331 0.432 0.8373
O -0.363893 -3.905403 3.386711 -0.999 -0.946 1.175 -0.4329
C -0.002633 -5.087513 2.832111 0.900 -5.167 4.458 0.5264
O 0.074237 -6.209243 3.403291 -1.029 4.485 -1.812 -0.6132
O 0.470977 -4.881313 1.659661 1.192 -1.240 -2.112 -0.3683
F -1.631043 -2.995693 1.781611 -0.896 -1.567 5.183 -0.2696
H 1.516607 -3.072833 1.706441 0.456 -0.471 0.048 0.3376
H 0.410907 -3.416703 0.356011 0.257 0.180 0.613 0.2760
H -0.145373 -1.993143 2.743311 -0.533 -1.483 0.104 0.1978
```
Forces are in eV/Å.



Entry 3:
Entry from the OMol25 dataset: C19H31N2OTi as an isolated structure in a non-equilibrium geometry (ωB97M-V with the def2-TZVPD basis set).

charge	+1
maximum force	2.843	eV/A
2S+1	1
highest occupied orbital energy	-11.10	eV
gap between HOMO and LUMO	0.284	hartree
LUMO level	-3.4	eV

Structure (XYZ):
```
54
Properties=species:S:1:pos:R:3:forces:R:3:mulliken_charge:R:1
C 1.059896 -2.951597 -0.154803 0.490 -1.224 0.059 2.3233
C -0.211719 -3.637251 0.401881 0.051 -0.488 0.900 -1.6730
C 1.565386 -3.643704 -1.440100 0.075 -0.310 -0.016 -1.6302
C 2.177172 -3.143042 0.900959 -0.167 -0.039 0.342 -2.1880
H 2.194284 -4.500100 -1.174744 -0.099 -0.049 0.125 0.4634
H 2.204943 -3.030496 -2.081050 -0.242 0.015 0.124 0.1654
H 0.754907 -4.036048 -2.049188 0.044 0.002 0.016 0.4417
H 0.105142 -4.408107 1.133979 -0.190 0.241 -0.359 0.5094
H -0.856757 -4.137868 -0.335582 0.394 0.374 0.121 0.3604
H -0.854758 -2.962673 1.008624 0.209 -0.128 -0.240 0.4083
H 2.234079 -4.215559 1.128110 0.010 0.091 -0.075 0.6538
H 1.974799 -2.653054 1.861340 -0.021 0.091 -0.144 0.3982
H 3.172973 -2.843689 0.570179 -0.221 0.027 -0.148 0.3681
C -1.644007 0.269586 -1.895153 0.018 -1.121 -0.273 0.3598
C -0.676779 -0.541516 -2.554861 -0.963 -0.539 0.096 -1.3740
C -0.897242 -1.906141 -2.147591 -0.344 -0.215 0.273 -0.6393
H -0.057820 -0.231378 -3.396318 -0.310 -0.228 0.415 0.7618
C -1.975813 -1.904851 -1.169138 0.455 0.238 -1.053 -0.7996
C -2.429629 -0.571736 -1.047914 0.377 -0.340 -0.913 -0.5748
H -3.331392 -0.315824 -0.492942 0.580 0.010 -0.070 0.4879
H -1.798207 1.317865 -2.131626 0.160 -0.365 0.303 0.4340
H -0.518239 -2.776877 -2.699030 -0.210 0.620 0.554 0.8148
H -2.481561 -2.785044 -0.734253 0.580 0.773 -0.307 0.5674
C 2.342064 1.065614 0.525694 0.315 -0.331 -0.969 -1.2457
C 1.629149 1.596563 -0.581391 1.181 -0.663 -0.324 -0.3490
C 1.664299 0.647362 -1.640078 1.137 0.327 0.383 -1.1181
H 1.361898 2.642694 -0.684149 -0.126 -0.536 -0.023 0.8854
C 2.414746 -0.496402 -1.179169 -0.028 0.239 0.561 -1.0062
C 2.763814 -0.257598 0.219232 0.335 0.605 -0.984 -0.5126
H 3.493024 -0.851629 0.794363 -0.817 0.450 -0.344 0.5853
H 2.715721 1.683794 1.344211 -0.459 -0.504 -0.007 1.0619
H 1.471627 0.859977 -2.692143 -0.097 -0.070 0.634 0.7272
H 2.881378 -1.231339 -1.846834 -0.405 0.340 0.546 0.8709
Ti 0.375238 -1.056404 -0.430960 -1.003 2.259 -1.405 0.1784
C 0.305732 1.479802 3.089293 0.336 -0.093 0.609 -0.6983
N -0.598492 2.108324 2.138638 0.407 -0.145 -0.549 0.2466
C -0.979932 3.490422 2.462813 -0.132 -0.065 -0.053 -0.8547
C -0.886724 1.512767 0.982106 0.635 -0.902 0.227 -0.5611
O -0.482557 0.293688 0.789384 -1.258 1.869 1.398 -0.3699
N -1.568837 2.266724 0.024559 -0.198 0.629 0.275 0.9627
C -1.022776 3.563552 -0.441137 -0.228 -0.415 0.106 -1.2496
C -3.042688 2.273346 -0.051610 0.362 -0.202 -0.054 -1.1761
H 0.157096 2.017447 4.033049 0.143 -0.479 -0.100 0.3691
H 1.357890 1.604468 2.790259 -0.535 -0.096 0.135 0.1900
H 0.088705 0.409512 3.208094 0.023 0.441 -0.059 0.2638
H -0.218128 4.218236 2.126379 -0.351 -0.377 0.120 0.3101
H -1.953519 3.722035 2.014831 0.376 0.011 0.261 0.2403
H -1.043768 3.538113 3.553650 -0.178 0.167 -0.293 0.3572
H -1.146029 3.569127 -1.533305 0.135 0.170 0.185 0.2713
H -1.585569 4.416231 -0.021091 0.251 -0.270 -0.175 0.4546
H 0.042638 3.664756 -0.205433 -0.607 0.090 0.008 0.4033
H -3.298361 2.335417 -1.117802 -0.239 -0.101 0.272 0.3595
H -3.471145 1.363780 0.384462 0.160 0.460 -0.100 0.3133
H -3.476151 3.158725 0.443305 0.187 -0.246 -0.013 0.4516
```
Forces are in eV/Å.



Entry 4:
Entry from the OMol25 dataset: C19H31N2P2SiSr as an isolated structure in a non-equilibrium geometry (ωB97M-V with the def2-TZVPD basis set).

charge	+1
maximum force	1.465	eV/A
2S+1	1
highest occupied orbital energy	-10.26	eV
gap between HOMO and LUMO	0.267	hartree
LUMO level	-3.0	eV

Structure (XYZ):
```
56
Properties=species:S:1:pos:R:3:forces:R:3:mulliken_charge:R:1
Sr -0.423929 -0.002776 -1.168675 1.033 0.896 -0.526 1.5570
C 4.187850 0.858306 -0.763635 -0.070 -0.026 -0.068 -1.3543
P 2.519935 0.591956 -0.063905 0.008 -0.165 0.256 0.3745
C 2.788910 -0.913388 0.959180 0.046 0.100 -0.047 -1.1746
C 2.429573 1.920778 1.204856 -0.056 0.062 -0.014 0.6978
C 3.379190 1.937116 2.229706 0.001 0.020 0.011 -0.3285
C 3.373213 2.918966 3.203145 -0.007 0.010 -0.001 -0.8831
C 2.410449 3.918760 3.165046 0.016 -0.011 0.010 -0.8392
C 1.470976 3.924385 2.151114 0.012 0.000 0.005 -0.3566
C 1.459489 2.936067 1.163361 0.064 -0.049 -0.013 0.4297
P 0.199714 3.038620 -0.170278 -0.187 -0.025 0.194 0.3738
C 0.610121 4.643227 -0.946702 -0.030 -0.082 -0.080 -1.3141
C -1.323501 3.475044 0.762158 0.116 0.061 -0.042 -1.2275
H 4.941857 0.862018 0.023114 0.021 0.007 -0.007 0.3839
H 4.220864 1.809751 -1.293274 0.003 0.001 0.003 0.3506
H 4.412807 0.060115 -1.471714 0.012 0.006 0.007 0.4164
H 3.564710 -0.780221 1.711427 0.009 -0.010 0.003 0.4689
H 3.089409 -1.728680 0.300696 -0.009 -0.010 -0.002 0.3707
H 1.862996 -1.203583 1.457476 -0.005 0.002 0.011 0.3270
H 4.144652 1.172259 2.273035 -0.011 0.008 -0.008 0.2596
H 4.117708 2.907358 3.988409 -0.008 -0.002 -0.012 0.3962
H 2.396104 4.692837 3.921318 0.000 -0.012 -0.015 0.3989
H 0.735623 4.719377 2.132051 0.013 -0.016 -0.007 0.2567
H 0.698748 5.424291 -0.192055 0.002 0.022 -0.006 0.3770
H -0.180127 4.911509 -1.648802 0.015 0.018 -0.003 0.4057
H 1.548304 4.569142 -1.495411 0.003 -0.001 0.010 0.3485
H -1.217672 4.393771 1.338185 -0.010 -0.002 0.004 0.4324
H -1.587173 2.662994 1.440217 -0.008 -0.005 0.009 0.3677
H -2.139237 3.608458 0.051249 -0.006 0.003 0.002 0.3780
C -4.174093 1.328197 -0.405014 0.015 -0.059 -0.010 -1.1576
C -3.936705 -0.154704 -0.426366 0.175 -0.013 0.039 0.2590
C -4.970463 -1.046128 -0.321911 -0.039 -0.127 0.028 -0.5665
C -4.667569 -2.417815 -0.297988 -0.082 0.086 0.005 -0.5606
C -3.375669 -2.843472 -0.407238 0.139 -0.008 0.013 -0.5538
C -2.329519 -1.892475 -0.553236 -0.079 -0.148 0.104 1.2594
N -2.645740 -0.555646 -0.530248 -0.694 -0.287 0.103 -0.4751
N -1.019847 -2.193515 -0.725543 -0.486 -0.350 0.046 -0.6862
Si -0.305806 -3.699375 -1.194479 0.064 0.214 -0.058 -0.2558
C 0.120503 -4.772620 0.260487 0.045 -0.112 0.096 -0.9671
C -1.311137 -4.659157 -2.439407 -0.081 -0.038 -0.055 -0.9972
C 1.275710 -3.141819 -2.056729 0.029 -0.068 -0.007 -0.8203
H -5.234050 1.557644 -0.491471 0.011 0.000 -0.002 0.3905
H -3.649736 1.819176 -1.228683 -0.001 0.003 0.006 0.2520
H -3.810436 1.754480 0.531364 0.004 0.012 0.001 0.1833
H -5.989602 -0.696888 -0.240990 0.011 -0.005 -0.004 0.3847
H -5.466213 -3.141550 -0.187984 0.017 0.009 -0.007 0.4280
H -3.127396 -3.895727 -0.375035 -0.018 0.044 -0.007 0.3550
H -0.779502 -5.129723 0.767892 0.033 0.018 -0.001 0.3140
H 0.720237 -4.224647 0.991265 -0.009 -0.028 -0.001 0.3006
H 0.691114 -5.649947 -0.057412 -0.024 0.025 0.038 0.3518
H -2.155103 -5.189531 -1.994518 0.031 0.010 -0.033 0.3251
H -0.674686 -5.406619 -2.921568 -0.033 0.022 0.007 0.3812
H -1.703513 -4.001093 -3.219720 0.002 -0.045 0.006 0.3300
H 1.934109 -2.599514 -1.371317 -0.006 0.016 -0.034 0.0055
H 1.044463 -2.492617 -2.910403 0.021 -0.017 0.010 0.2591
H 1.849059 -3.983353 -2.455045 -0.016 0.047 0.038 0.3681
```
Forces are in eV/Å.



> What is the 2S+1 in the third record?

1